(i)
{"formula": "C7H15N2", "method": "ωB97M-V/def2-TZVPD", "lumo_energy_ev": [-2.9277, -4.9773], "s2": 2.015, "multiplicity": 3, "charge": 1, "orbital_gap_ev": [9.02, 9.87], "molar_mass_g_mol": 127.211, "homo_ev": [-11.950, -14.846], "symbols": ["C", "C", "C", "C", "C", "C", "C", "N", "N", "H", "H", "H", "H", "H", "H", "H", "H", "H", "H", "H", "H", "H", "H", "H"], "coordinates": [[1.51, 0.31, -1.09], [1.32, 0.13, 0.35], [-1.24, 0.01, -0.29], [2.91, -0.09, -1.53], [-1.71, -1.38, -0.36], [-2.06, 1.20, -0.49], [-0.35, -0.22, 2.15], [0.62, 0.63, -1.92], [-0.13, 0.30, 0.72], [1.47, -0.92, 0.60], [1.96, 0.88, 0.77], [3.60, 0.85, -1.29], [3.00, -0.46, -2.54], [3.36, -0.74, -0.81], [-1.11, -2.05, -0.88], [-2.75, -1.38, -0.87], [-1.90, -1.80, 0.74], [-2.55, 1.59, 0.38], [-2.83, 0.81, -1.18], [-1.60, 2.11, -0.87], [0.00, -1.24, 2.33], [0.15, 0.33, 2.88], [-1.35, -0.09, 2.50], [-0.34, 1.24, 0.72]]}

=====

(ii)
{"formula": "C7H15N2", "method": "ωB97M-V/def2-TZVPD", "lumo_energy_ev": [-2.7308, -8.1142], "s2": 2.007, "multiplicity": 3, "charge": 1, "orbital_gap_ev": [7.35, 6.38], "molar_mass_g_mol": 127.211, "homo_ev": [-10.083, -14.492], "symbols": ["C", "C", "C", "C", "C", "C", "C", "N", "N", "H", "H", "H", "H", "H", "H", "H", "H", "H", "H", "H", "H", "H", "H", "H"], "coordinates": [[0.87, -1.81, -0.33], [2.21, 0.27, 0.34], [1.59, -0.62, -0.74], [-0.59, 0.44, -0.42], [-0.34, 1.59, -1.28], [-2.24, -1.05, 0.83], [-2.04, 0.29, 0.19], [0.15, -0.62, -0.71], [1.12, 0.93, 1.05], [0.58, -2.62, -0.96], [0.99, -2.15, 0.78], [2.90, -0.29, 0.92], [2.94, 0.91, -0.14], [2.11, -0.60, -1.72], [-0.86, 1.56, -2.29], [0.74, 1.74, -1.50], [-0.70, 2.37, -0.71], [-3.10, -1.07, 1.54], [-1.41, -1.26, 1.51], [-2.35, -1.91, 0.23], [-2.17, 1.20, 0.86], [-2.62, 0.40, -0.81], [0.84, 0.47, 1.97], [1.38, 1.83, 1.41]]}

=====

Which of them is the most stable, and which is the least stable? (i) and (ii), in that order.

=====

(i)
{"formula": "C5H5F3", "method": "ωB97M-V/def2-TZVPD", "lumo_energy_ev": 0.9524, "charge": 0, "smiles": "C=C(F)[C@H]1CC1(F)F", "orbital_gap_ev": 10.80, "molar_mass_g_mol": 122.089, "homo_ev": -9.848, "symbols": ["C", "C", "C", "C", "C", "H", "H", "H", "H", "H", "F", "F", "F"], "coordinates": [[-1.39, -0.03, -0.19], [-2.24, 0.83, 0.36], [-0.04, 0.22, -0.74], [0.80, 1.40, -0.25], [1.16, 0.01, 0.10], [-1.99, 1.86, 0.39], [-3.18, 0.48, 0.72], [0.05, -0.05, -1.81], [0.39, 2.04, 0.54], [1.44, 1.95, -0.96], [-1.74, -1.34, -0.30], [2.24, -0.56, -0.46], [1.01, -0.42, 1.37]]}

=====

(ii)
{"formula": "C5H5F3", "method": "ωB97M-V/def2-TZVPD", "lumo_energy_ev": 1.0196, "charge": 0, "smiles": "F[C@H]1[C@H](F)C=C[C@@H]1F", "orbital_gap_ev": 11.64, "molar_mass_g_mol": 122.089, "homo_ev": -10.617, "symbols": ["C", "C", "C", "C", "C", "F", "F", "F", "H", "H", "H", "H", "H"], "coordinates": [[-0.72, 0.95, 0.73], [-0.23, -0.08, 1.37], [-0.30, 0.92, -0.75], [0.48, -1.04, 0.48], [0.33, -0.43, -1.05], [-1.31, 1.21, -1.68], [0.06, -2.31, 0.54], [1.60, -0.44, -1.54], [-1.25, 1.70, 1.17], [-0.43, -0.18, 2.43], [0.35, 1.91, -0.78], [1.69, -1.12, 0.60], [-0.26, -1.09, -1.52]]}

=====

Which of them is the most stable, and which is the least stable? (i) and (ii), in that order.

=====

(i)
{"formula": "C13H17N3O4", "method": "ωB97M-V/def2-TZVPD", "lumo_energy_ev": 0.1627, "charge": 0, "smiles": "NC(=O)C[C@H](N)C(=O)N[C@@H](Cc1ccccc1)C(=O)O", "orbital_gap_ev": 9.50, "molar_mass_g_mol": 279.296, "homo_ev": -9.340, "symbols": ["C", "C", "C", "C", "C", "C", "C", "C", "C", "C", "C", "C", "C", "H", "H", "H", "H", "H", "H", "H", "H", "H", "H", "H", "H", "H", "H", "H", "H", "H", "N", "N", "N", "O", "O", "O", "O"], "coordinates": [[2.75, -0.01, 0.42], [1.72, 0.06, 1.54], [3.36, 1.34, 0.16], [4.77, 1.51, 0.88], [-0.49, -0.21, 0.13], [-0.46, 1.09, -0.53], [-1.92, -0.23, 0.91], [-2.97, -0.53, -0.11], [-2.83, -1.86, -0.64], [-3.86, 0.38, -0.69], [-3.90, -2.31, -1.41], [-4.58, -0.07, -1.65], [-4.67, -1.39, -2.00], [1.64, -1.35, -0.90], [2.40, -0.09, -1.87], [3.43, -0.84, 0.87], [2.64, 2.19, 0.18], [3.81, 1.51, -0.84], [5.45, 0.93, 2.73], [3.43, 1.39, 2.76], [-0.17, -0.25, 2.18], [-0.25, -1.04, -0.51], [-1.85, -1.24, 1.43], [-1.89, 0.69, 1.44], [-2.19, -2.72, -0.23], [-3.78, 1.42, -0.19], [-4.04, -3.41, -1.66], [-5.46, 0.71, -1.83], [-5.35, -1.74, -2.78], [0.87, 0.42, -1.63], [1.92, -0.40, -0.83], [4.40, 1.45, 2.24], [0.48, -0.20, 1.30], [2.24, 0.20, 2.60], [6.08, 1.35, 0.30], [-1.07, 2.11, -0.11], [0.30, 1.17, -1.65]]}

=====

(ii)
{"formula": "C13H17N3O4", "method": "ωB97M-V/def2-TZVPD", "lumo_energy_ev": 0.1418, "charge": 0, "orbital_gap_ev": 8.68, "molar_mass_g_mol": 279.296, "homo_ev": -8.543, "symbols": ["C", "C", "C", "C", "C", "C", "C", "C", "C", "C", "C", "C", "C", "H", "H", "H", "H", "H", "H", "H", "H", "H", "H", "H", "H", "H", "H", "H", "H", "H", "N", "N", "N", "O", "O", "O", "O"], "coordinates": [[-0.54, 1.53, 3.09], [0.16, 1.40, 1.79], [-2.20, 1.37, 2.87], [-2.78, 0.16, 3.21], [0.80, -0.47, 0.06], [2.31, 0.12, 0.10], [0.11, -0.11, -1.33], [0.81, -0.87, -2.56], [0.73, -2.37, -2.64], [1.35, -0.13, -3.55], [1.12, -3.07, -3.57], [1.48, -0.87, -4.80], [1.47, -2.36, -4.82], [-0.22, 3.69, 3.00], [0.37, 3.00, 4.36], [-0.22, 0.77, 3.92], [-2.51, 1.50, 1.82], [-2.72, 2.24, 3.39], [-4.70, -0.99, 2.58], [-4.76, 0.86, 2.08], [-0.61, -0.61, 1.68], [0.75, -1.60, 0.56], [0.01, 1.03, -1.60], [-1.03, -0.46, -1.36], [0.84, -2.88, -1.55], [1.67, 0.99, -3.70], [1.32, -4.19, -3.57], [1.62, -0.30, -5.72], [1.85, -2.91, -5.61], [3.91, 0.41, -0.67], [-0.45, 2.89, 3.72], [-4.20, -0.01, 2.88], [-0.03, 0.12, 1.15], [0.75, 2.22, 1.23], [-2.32, -1.06, 3.34], [2.95, 0.40, 1.19], [2.92, 0.56, -1.00]]}

=====

Which of them is the most stable, and which is the least stable? (i) and (ii), in that order.

=====

(i)
{"formula": "C5H8ClN", "method": "ωB97M-V/def2-TZVPD", "lumo_energy_ev": 0.8683, "charge": 0, "smiles": "C=C(Cl)CC.C#N", "orbital_gap_ev": 10.27, "molar_mass_g_mol": 117.579, "homo_ev": -9.407, "symbols": ["C", "C", "C", "C", "C", "N", "Cl", "H", "H", "H", "H", "H", "H", "H", "H"], "coordinates": [[3.78, -1.65, 0.45], [-1.40, 0.05, -0.79], [0.52, 0.80, 1.61], [0.04, -0.47, -0.42], [0.77, 0.61, 0.32], [3.47, -1.10, -0.50], [1.77, 1.80, -0.59], [-1.67, 0.00, -1.80], [-1.46, 1.05, -0.43], [-2.19, -0.59, -0.36], [0.76, 1.58, 2.17], [-0.23, 0.14, 1.95], [3.87, -2.11, 1.36], [0.71, -0.89, -1.23], [-0.04, -1.23, 0.25]]}

=====

(ii)
{"formula": "C5H8ClN", "method": "ωB97M-V/def2-TZVPD", "lumo_energy_ev": 1.0413, "charge": 0, "orbital_gap_ev": 10.55, "molar_mass_g_mol": 117.579, "homo_ev": -9.512, "symbols": ["C", "C", "C", "C", "C", "H", "H", "H", "H", "H", "H", "H", "H", "N", "Cl"], "coordinates": [[-0.42, 0.00, -0.58], [0.43, 0.99, 0.22], [1.81, 0.78, -0.40], [1.82, -0.78, -0.41], [0.45, -0.99, 0.23], [-0.35, -0.01, -1.70], [0.11, 2.05, 0.42], [2.58, 1.20, 0.24], [1.92, 1.21, -1.40], [2.61, -1.19, 0.25], [1.88, -1.23, -1.40], [0.12, -1.99, 0.45], [-0.43, 0.00, 1.82], [0.50, 0.01, 1.36], [-2.15, 0.00, -0.15]]}

=====

Which of them is the most stable, and which is the least stable? (ii) and (i), in that order.

=====

(i)
{"formula": "C2H2FN3O", "method": "ωB97M-V/def2-TZVPD", "lumo_energy_ev": [-0.3079, -0.3122], "charge": 0, "orbital_gap_ev": [8.94, 8.93], "molar_mass_g_mol": 103.056, "homo_ev": [-9.249, -9.247], "symbols": ["C", "C", "N", "N", "N", "O", "F", "H", "H"], "coordinates": [[1.19, 0.83, -0.82], [-1.26, -0.29, 0.18], [1.43, -0.04, -0.04], [-1.77, 0.76, 0.46], [1.98, -1.06, 0.28], [-0.80, -1.33, 0.09], [0.51, 1.88, -0.56], [-2.62, 1.10, -0.01], [1.34, -1.86, 0.42]]}

=====

(ii)
{"formula": "C2H2FN3O", "method": "ωB97M-V/def2-TZVPD", "lumo_energy_ev": 0.7631, "charge": 0, "smiles": "[H]/N=c1/[nH]nc(F)o1", "orbital_gap_ev": 9.71, "molar_mass_g_mol": 103.056, "homo_ev": -8.951, "symbols": ["C", "C", "H", "H", "N", "N", "N", "O", "F"], "coordinates": [[1.43, -0.13, 0.00], [-0.75, -0.21, 0.00], [-0.71, 1.94, -0.01], [-2.00, -1.60, 0.05], [1.13, 1.13, 0.01], [-0.22, 1.05, -0.01], [-1.95, -0.57, -0.02], [0.42, -0.98, 0.01], [2.66, -0.63, -0.02]]}

=====

Which of them is the most stable, and which is the least stable? (ii) and (i), in that order.

=====

(i)
{"formula": "C4H6NOS", "method": "ωB97M-V/def2-TZVPD", "lumo_energy_ev": [-5.7591, -5.7583], "charge": 1, "orbital_gap_ev": [7.89, 7.89], "molar_mass_g_mol": 116.165, "homo_ev": [-13.652, -13.653], "symbols": ["C", "C", "C", "C", "N", "O", "S", "H", "H", "H", "H", "H", "H"], "coordinates": [[-0.40, -0.97, -0.46], [-0.84, 0.21, -0.20], [0.84, -1.68, 0.01], [-1.34, 1.51, -0.05], [1.45, 0.74, 0.56], [1.77, 1.84, 0.82], [2.25, -0.70, 0.52], [-0.93, -1.81, -0.94], [0.68, -2.40, 0.71], [1.37, -2.21, -0.83], [-1.55, 1.63, 1.02], [-2.32, 1.43, -0.64], [-0.98, 2.43, -0.52]]}

=====

(ii)
{"formula": "C4H6NOS", "method": "ωB97M-V/def2-TZVPD", "lumo_energy_ev": -5.0123, "charge": 1, "orbital_gap_ev": 8.39, "molar_mass_g_mol": 116.165, "homo_ev": -13.407, "symbols": ["C", "C", "C", "C", "N", "O", "S", "H", "H", "H", "H", "H", "H"], "coordinates": [[-1.32, -0.41, -0.50], [0.17, -0.65, 2.30], [-0.58, 0.47, -1.30], [0.91, 0.37, -1.27], [0.40, -0.23, 1.15], [-2.12, -0.87, 0.17], [1.62, 0.59, 0.46], [0.91, -0.51, 3.07], [-0.73, -1.26, 2.66], [-0.79, 0.46, -2.36], [-0.99, 1.40, -0.84], [1.35, -0.55, -1.66], [1.18, 1.18, -1.87]]}

=====

Which of them is the most stable, and which is the least stable? (ii) and (i), in that order.

=====

(i)
{"formula": "C11H21N5O5", "method": "ωB97M-V/def2-TZVPD", "lumo_energy_ev": 0.2067, "charge": 0, "smiles": "[H]/N=C(/N)NCCC[C@H](N)C(=O)N[C@@H](CCC(=O)O)C(=O)O", "orbital_gap_ev": 9.92, "molar_mass_g_mol": 303.319, "homo_ev": -9.716, "symbols": ["C", "C", "C", "C", "C", "C", "C", "C", "C", "C", "C", "H", "H", "H", "H", "H", "H", "H", "H", "H", "H", "H", "H", "H", "H", "H", "H", "H", "H", "H", "H", "H", "N", "N", "N", "N", "N", "O", "O", "O", "O", "O"], "coordinates": [[0.04, 0.76, 0.63], [0.25, -0.17, 1.76], [1.25, 1.81, 0.52], [0.97, 2.97, -0.56], [2.22, 3.59, -1.40], [4.47, 3.31, -2.11], [-1.67, -1.75, 1.23], [-2.99, -1.75, 1.93], [-1.14, -3.10, 0.93], [-2.22, -3.69, -0.06], [-2.06, -3.02, -1.27], [-1.64, 1.51, -0.68], [-1.66, 2.23, 0.80], [0.33, 0.09, -0.23], [1.74, 2.51, 1.28], [2.08, 1.26, 0.06], [0.30, 2.47, -1.29], [0.05, 3.51, -0.13], [1.85, 4.12, -2.18], [2.76, 4.30, -0.63], [2.82, 1.99, -2.30], [4.17, 5.18, -1.47], [5.35, 1.41, -2.55], [6.32, 2.80, -2.84], [0.06, -1.90, 2.67], [-1.67, -0.92, 0.42], [-0.16, -2.80, 0.17], [-0.98, -3.66, 1.82], [-3.31, -3.75, 0.53], [-1.90, -4.78, -0.26], [-2.82, -3.19, -2.87], [-3.05, -0.06, 1.52], [-1.61, 1.24, 0.36], [3.22, 2.58, -1.64], [4.76, 4.45, -1.80], [5.39, 2.46, -2.81], [-0.69, -1.07, 2.11], [1.17, -0.09, 2.59], [-3.63, -2.72, 2.28], [-1.08, -2.39, -1.68], [-3.12, -3.46, -2.04], [-3.70, -0.56, 1.96]]}

=====

(ii)
{"formula": "C11H21N5O5", "method": "ωB97M-V/def2-TZVPD", "lumo_energy_ev": 0.1031, "charge": 0, "smiles": "[H]/N=C(/N)NCCC[C@H](N)C(=O)N[C@@H](CCC(=O)O)C(=O)O", "orbital_gap_ev": 8.42, "molar_mass_g_mol": 303.319, "homo_ev": -8.317, "symbols": ["C", "C", "C", "C", "C", "C", "C", "C", "C", "C", "C", "H", "H", "H", "H", "H", "H", "H", "H", "H", "H", "H", "H", "H", "H", "H", "H", "H", "H", "H", "H", "H", "N", "N", "N", "N", "N", "O", "O", "O", "O", "O"], "coordinates": [[1.30, -1.09, -0.19], [-0.14, -0.71, -0.61], [1.47, -2.62, -0.32], [1.14, -3.66, 0.82], [0.48, -4.84, 0.29], [-1.87, -4.30, 0.07], [0.43, 1.65, -0.09], [0.62, 1.79, 1.45], [-0.12, 3.04, -0.54], [0.68, 4.26, -0.39], [0.15, 5.39, -1.26], [2.25, -1.20, 1.63], [0.43, -0.93, 1.75], [2.00, -0.55, -0.93], [2.60, -2.88, -0.57], [1.14, -2.88, -1.24], [2.07, -4.17, 1.33], [0.55, -3.21, 1.69], [-0.18, -5.35, 1.15], [1.24, -5.59, -0.26], [-0.55, -3.46, -1.13], [-1.74, -5.66, 1.51], [-3.34, -2.60, 0.35], [-2.06, -2.50, -0.96], [-1.37, 0.86, -0.76], [1.49, 1.77, -0.51], [-1.01, 3.42, 0.11], [-0.43, 2.95, -1.66], [0.65, 4.70, 0.58], [1.79, 4.13, -0.70], [1.57, 6.76, -0.84], [-0.47, 1.39, 2.88], [1.41, -0.77, 1.18], [-0.70, -4.53, -0.67], [-2.19, -4.85, 1.16], [-2.69, -3.18, -0.41], [-0.42, 0.63, -0.64], [-1.04, -1.45, -0.91], [1.44, 2.47, 2.01], [-0.78, 5.19, -2.09], [0.82, 6.64, -1.40], [-0.36, 0.96, 2.02]]}

=====

Which of them is the most stable, and which is the least stable? (ii) and (i), in that order.